Record 1
ORCA calculation (ωB97M-V/def2-TZVPD) on a cluster of 13 separate species, C56H147N9O19 in total.

Properties
F_max: 3.9 eV/Å
Energy relative to the best compared isomer or geometry (same formula, charge and spin): 162.50 kcal per mole
DFT total energy: -4143.50536 hartree
HOMO-LUMO gap: 8.72 eV

Geometry as ORCA input:
```
! wB97M-V def2-TZVPD RIJCOSX def2/J DEFGRID3
* xyz 0 1
H -0.63 0.60 -3.42
O -4.67 0.02 6.01
H -1.77 1.34 -8.11
C -6.88 -6.82 5.00
H 1.10 2.42 6.23
C -5.91 0.57 5.55
H 6.70 -0.17 1.82
H -0.74 -5.88 -2.01
C 0.65 5.88 -3.83
C -3.62 3.69 3.18
H 4.59 8.44 -6.37
H -1.21 2.73 -9.03
H -0.17 1.39 -6.36
C -2.18 -7.21 4.37
C -3.26 -6.06 4.50
H 0.27 2.40 -5.03
H -3.09 -5.46 3.60
H 1.51 5.34 -6.16
H -3.46 -4.54 1.26
H -1.26 2.21 3.70
H 0.43 1.59 2.04
C -2.71 -2.05 3.80
C 5.23 5.24 -4.06
H -7.60 -6.08 5.33
H -3.73 -2.39 3.62
H 2.40 3.06 7.34
H -2.32 -5.78 -1.09
C 3.10 2.50 5.38
C 6.30 4.31 -7.43
H 5.99 7.19 -7.43
O 5.10 7.05 -9.34
H -7.45 -0.43 4.13
H -5.30 -5.60 -0.08
H 4.05 6.59 -4.77
H -5.70 -5.05 4.82
H 5.68 4.98 -8.02
H 1.68 0.26 3.16
H 1.45 1.22 9.08
C 6.46 -2.00 -2.87
H -0.86 -3.55 -2.75
O -2.81 3.40 4.28
O 4.05 -5.27 -0.02
H -4.92 -3.53 1.02
C 6.32 -1.09 1.37
C -4.52 -4.44 1.48
H 0.45 0.08 0.53
H 2.53 7.51 -5.18
C -5.57 -6.09 5.14
H -1.08 4.15 -5.64
H -6.08 -1.21 4.23
H -0.50 -1.50 3.28
H -2.38 0.01 -3.76
H 2.78 3.45 4.96
C -7.94 -8.75 5.83
C -5.41 -5.54 1.01
C 3.51 -4.73 -1.31
H 1.90 2.16 1.74
H 0.40 0.77 7.65
H 0.60 6.32 -7.18
C -1.71 -3.99 -2.22
H -3.14 3.10 6.44
C -1.44 -5.25 -1.46
H -2.99 3.83 2.30
H 3.63 -7.67 -3.31
H 2.85 0.95 -0.22
C -4.69 0.03 -0.52
C 3.98 -5.54 -2.54
H -2.01 -9.95 6.34
H 6.28 5.31 -3.77
H -3.67 -1.05 1.94
H -0.72 -8.73 6.30
C -0.20 -1.77 1.07
H -7.05 -7.13 3.97
N 2.97 1.40 4.39
C 1.93 -1.01 -0.18
H 2.43 -4.66 -1.25
C -1.42 0.35 -4.14
H 4.08 2.69 5.81
C -1.85 1.77 5.76
H 6.13 -3.03 -2.95
O 0.18 6.33 -5.15
O -4.08 1.06 -9.02
H 3.02 -0.08 -1.62
C 5.39 7.77 -8.13
H -6.44 -5.28 1.26
C 7.61 -1.73 -1.96
H -5.22 -6.14 6.17
H -1.08 -0.18 2.29
C 1.72 1.98 -2.37
H 2.23 -6.70 -3.49
H -4.52 2.21 8.93
C 7.21 -2.01 -0.54
H -4.92 -6.68 2.38
H -2.18 -2.81 4.37
C -0.96 3.37 -6.39
H 2.81 -1.37 0.35
N 8.71 -2.62 -2.27
N -4.54 -6.79 4.35
H 6.69 -1.99 1.85
H -4.13 0.54 8.69
O -2.49 -8.15 5.45
H 2.73 6.96 -8.04
C 2.06 7.47 -6.17
C -1.00 -1.27 2.34
N -3.04 2.11 6.65
H -3.06 2.18 -10.27
H 2.50 1.73 -3.08
C 4.26 4.63 -3.07
C -2.56 1.84 8.05
H -3.93 0.62 6.04
H -3.97 4.71 3.33
C -1.57 -9.14 5.76
H -2.00 2.68 8.47
N 4.81 6.60 -4.10
H -2.67 -1.11 4.35
H -6.48 1.19 6.24
O -3.25 1.43 10.39
H 1.45 -0.34 8.19
H -1.82 1.04 8.07
H 2.59 -7.09 -1.99
H 5.28 -0.97 1.66
C -4.25 1.57 11.41
H 1.64 -1.74 -0.93
H 0.12 5.36 2.10
H -5.03 0.30 -10.64
O -5.04 -6.77 1.43
C 2.14 2.34 6.56
H 3.23 4.45 -3.39
H -3.96 3.15 -9.01
H -7.04 -1.33 5.65
H 3.47 8.06 -10.16
H -4.46 3.05 2.92
H 1.73 5.79 -3.72
H 3.78 9.11 -7.92
H -8.04 -9.30 4.90
H 5.34 -6.20 -1.37
H -0.06 3.58 -6.96
H 2.17 2.75 -1.76
C 2.30 0.27 -0.87
H 1.39 4.60 1.29
H -5.08 0.86 11.35
H -1.57 0.73 5.91
C -4.07 0.42 0.92
H -0.98 -0.52 -4.61
N 0.87 -0.79 0.86
C 3.13 -6.79 -2.89
H -5.92 0.35 -9.12
H -0.59 -5.49 0.31
C 1.69 1.20 3.70
H -5.75 0.21 -0.36
H 5.91 -5.15 -2.34
H -3.17 -5.48 5.42
O 6.34 -1.07 -0.07
H -4.42 0.69 -1.34
H 3.08 0.63 5.04
H 5.90 8.69 -8.41
H -2.40 -4.25 -3.02
N 5.33 -5.97 -2.36
H 5.54 3.37 -5.11
C 3.68 -4.38 1.01
H 3.60 -5.00 1.90
H 0.89 2.42 -2.93
C 4.52 7.85 -10.36
H 0.07 -2.82 1.17
N -2.17 3.21 -7.28
H 7.90 -0.68 -2.06
C 1.40 0.75 8.09
C -5.24 0.91 -9.76
O -4.51 -0.62 1.77
C -0.57 2.11 -5.65
H 6.09 3.24 -7.50
H 4.73 3.71 -2.71
H 5.60 -1.43 -2.51
O 1.26 0.91 -1.52
O 2.39 1.05 7.18
H 4.36 -3.55 1.22
O 0.90 3.42 3.00
C 4.13 8.25 -7.34
O 6.39 4.93 -6.19
H 0.38 6.58 -3.04
H -0.24 3.75 1.44
C -3.34 2.28 -9.22
H -0.96 -1.71 0.29
H 8.06 -1.97 0.15
C -6.71 -0.62 4.90
H 0.92 1.05 4.45
H 7.16 4.48 -8.07
H -7.77 -9.41 6.68
H 8.42 -3.55 -2.52
H 2.72 -3.87 0.91
H -5.70 1.30 4.76
O -0.74 -4.80 -0.35
C -3.73 1.48 9.08
H 4.75 7.24 -11.24
H -4.62 1.27 1.32
O -2.27 -1.77 2.44
H -1.03 2.37 6.17
H -8.85 -8.17 5.99
C -2.04 2.35 -8.43
O -6.85 -7.91 5.93
H 4.32 4.52 -5.94
H -1.17 -6.86 4.60
H -2.19 -7.74 3.42
H -4.37 -4.36 2.56
C 1.09 6.34 -6.21
C -2.20 2.20 4.25
H 5.07 8.77 -10.50
H -3.80 1.55 12.41
H 3.98 -3.78 -1.54
H -5.79 1.83 -9.97
C 0.53 4.37 1.91
H 6.49 -1.60 -3.88
H 1.49 8.34 -6.49
H 3.80 -5.01 -3.48
H 9.37 -2.76 -1.52
H 4.44 5.17 -2.14
N 3.14 7.17 -7.14
C 5.26 4.38 -5.39
H 6.70 -2.95 -0.35
H 5.52 7.15 -4.57
H 0.26 4.88 -3.66
H -3.03 0.76 0.99
O -1.73 1.52 -4.98
H -2.80 1.38 3.87
H -2.23 -3.25 -1.61
H -4.75 2.52 11.25
C 1.23 2.07 2.60
H -4.76 -1.02 -0.80
H -2.96 2.96 -6.69
H -1.08 -9.46 4.84
H -4.33 -7.76 4.55
*
```

These are the Mulliken partial charges, in e, on atoms 1 to 99: -0.051, -0.588, 0.242, -0.858, -0.358, 0.198, 0.280, 0.239, -0.083, -0.724, 0.364, 0.292, 0.377, -0.989, 0.294, 0.172, -0.448, 0.201, 0.316, -0.330, 0.138, -0.440, -0.016, 0.446, -0.083, 0.585, 0.256, -1.000, -0.767, 0.310, -0.371, 0.429, 0.413, -0.155, 0.288, 0.198, 0.354, 0.307, -0.665, 0.314, -0.588, -0.488, 0.326, -0.730, 0.106, -0.011, 0.618, -0.532, 0.325, -0.002, 0.347, 0.275, 0.356, -0.767, -0.690, 0.155, 0.798, -0.069, 0.466, -1.048, 0.309, -0.127, 0.254, 0.348, 0.276, -1.369, 0.283, 0.235, 0.620, 0.345, 0.285, -1.006, 0.355, -0.420, -0.302, 0.269, -0.375, 0.391, -1.277, -0.048, -0.432, -0.287, 0.402, -0.707, 0.281, 0.601, 0.517, -0.277, -0.998, 0.377, 0.434, -0.771, 0.265, 0.291, -0.947, -0.096, -0.703, -0.056, 0.414

---

Record 2
ORCA calculation (ωB97M-V/def2-TZVPD) on a cluster of 2 separate species, C2H3BrClIO in total.

Properties
F_max: 2.9 eV/Å
Energy relative to the best compared isomer or geometry (same formula, charge and spin): 30.81 kcal per mole
DFT total energy: -3485.07248 hartree
HOMO-LUMO gap (alpha / beta): 7.50 / 6.18 eV

Geometry as ORCA input:
```
! wB97M-V def2-TZVPD RIJCOSX def2/J DEFGRID3
* xyz 0 1
H 0.84 0.14 -1.89
H 0.33 0.00 1.89
O -0.05 -0.20 -1.65
Cl 2.16 -0.52 0.64
H 0.51 1.27 0.67
C 0.42 0.17 0.76
Br -1.22 -2.05 -0.08
I -2.64 1.58 0.03
C -0.33 -0.40 -0.36
*
```

Let us look at the natural (NBO) charges, expressed in e, one per atom: 0.520, 0.299, -0.664, -0.117, 0.264, -0.494, 0.160, -0.300, 0.332

---

Record 3
ORCA calculation (ωB97M-V/def2-TZVPD) on a cluster of 2 separate species, C2H5NO3 in total.

Properties
SMILES: O=CNC=O.O
F_max: 4.0 eV/Å
Energy relative to the best compared isomer or geometry (same formula, charge and spin): 30.71 kcal per mole
DFT total energy: -359.66037 hartree
HOMO-LUMO gap: 10.52 eV

Geometry as ORCA input:
```
! wB97M-V def2-TZVPD RIJCOSX def2/J DEFGRID3
* xyz 0 1
C -0.58 1.52 -0.05
O 0.67 -1.21 -0.58
H -1.39 2.27 -0.10
H -1.90 0.50 -1.28
H 2.31 -0.53 1.36
O 1.83 -1.07 2.08
H -0.75 -1.30 -2.05
O 0.20 1.42 0.87
N -0.99 0.41 -0.89
C -0.32 -0.88 -1.17
H 0.93 -1.13 1.81
*
```

Let us look at the natural (NBO) charges, expressed in e, one per atom: 0.535, -0.516, 0.126, 0.389, 0.479, -0.949, 0.131, -0.509, -0.704, 0.548, 0.472

---

Record 4
ORCA calculation (ωB97M-V/def2-TZVPD) on an isolated molecule of C7H9OP.

Properties
SMILES: C=C/C=C/C(=C)CP=O
F_max: 4.0 eV/Å
Energy relative to the best compared isomer or geometry (same formula, charge and spin): 59.13 kcal per mole
DFT total energy: -688.61807 hartree
HOMO-LUMO gap: 8.16 eV

Geometry as ORCA input:
```
! wB97M-V def2-TZVPD RIJCOSX def2/J DEFGRID3
* xyz 0 1
C -0.54 -0.82 0.09
C 0.11 -0.29 -0.95
H -0.25 -1.29 3.45
H -1.07 -2.26 2.29
H -1.50 -1.29 -0.11
H -0.67 0.18 -4.39
P 0.12 2.20 1.05
O 1.08 3.28 1.13
C -0.04 -0.57 1.40
H -1.05 -1.27 -2.45
C -0.48 -0.33 -2.36
H 0.79 0.66 2.84
H 1.00 0.18 -0.72
C -0.50 -1.35 2.41
H 0.50 1.40 -3.37
C 0.90 0.59 1.68
C -0.28 0.49 -3.36
H 1.90 0.50 1.36
*
```

Let us look at the natural (NBO) charges, expressed in e, one per atom: -0.202, -0.206, 0.192, 0.198, 0.219, 0.211, 1.337, -0.989, -0.047, 0.205, -0.231, 0.257, 0.190, -0.355, 0.210, -0.857, -0.382, 0.250